C37H32MgN10O2S as an isolated structure at a distorted geometry, computed with wB97M-V/def2-TZVPD.

Each line ends with the Löwdin charge.
Element x y z (Å)
Mg  0.169  0.678  0.741  0.52
O  -0.508  2.095  -0.323  -0.11
C  -0.463  2.211  -1.583  -0.39
C  -1.588  2.695  -2.311  -0.04
C  -1.587  2.798  -3.676  -0.10
C  -0.440  2.490  -4.412  -0.12
C  0.677  2.044  -3.752  -0.06
C  0.688  1.867  -2.362  -0.15
C  1.861  1.367  -1.728  -0.09
N  1.913  0.912  -0.540  -0.01
C  3.172  0.515  0.005  -0.20
C  3.166  0.927  1.474  -0.21
N  1.946  0.455  2.049  -0.02
C  1.900  0.144  3.285  -0.11
C  0.738  -0.347  3.947  -0.15
C  0.723  -0.479  5.342  -0.05
C  -0.405  -0.885  6.012  -0.12
C  -1.564  -1.177  5.288  -0.10
C  -1.564  -1.114  3.920  -0.02
C  -0.416  -0.711  3.183  -0.37
O  -0.423  -0.705  1.917  -0.14
H  -2.479  2.936  -1.746  0.11
H  -2.485  3.108  -4.192  0.10
H  -0.444  2.601  -5.486  0.09
H  1.564  1.779  -4.320  0.11
H  2.777  1.402  -2.343  0.13
H  4.028  0.971  -0.520  0.12
H  3.276  -0.574  -0.055  0.11
H  3.182  2.024  1.499  0.11
H  4.063  0.553  1.996  0.12
H  2.796  0.250  3.921  0.14
H  1.621  -0.241  5.901  0.11
H  -0.407  -0.975  7.088  0.09
H  -2.466  -1.456  5.815  0.10
H  -2.454  -1.357  3.357  0.11
N  -2.100  3.270  3.348  0.19
C  -0.943  3.776  3.871  -0.18
C  -0.720  4.755  4.825  -0.02
C  0.595  5.033  5.138  -0.09
C  1.638  4.351  4.507  -0.09
C  1.416  3.377  3.557  0.00
C  0.098  3.068  3.223  -0.17
N  -0.447  2.169  2.349  0.16
C  -1.741  2.308  2.441  -0.23
C  -2.735  1.540  1.742  -0.29
C  -4.098  1.650  1.900  -0.34
S  -4.914  0.486  0.949  1.03
C  -3.350  -0.079  0.409  -0.42
N  -2.362  0.565  0.883  0.03
H  -3.030  3.562  3.590  0.16
H  -1.546  5.264  5.298  0.11
H  0.819  5.794  5.872  0.10
H  2.653  4.604  4.779  0.10
H  2.240  2.873  3.087  0.08
H  -4.675  2.328  2.497  0.06
H  -3.271  -0.907  -0.267  0.07
C  1.119  -2.526  0.017  0.01
C  0.049  -1.995  -0.849  -0.31
N  -0.388  -0.768  -0.842  0.10
C  -1.346  -0.681  -1.802  -0.12
C  -1.502  -1.889  -2.404  -0.04
N  -0.606  -2.736  -1.792  -0.01
C  -0.346  -4.100  -2.158  -0.07
N  0.622  -4.189  -3.215  -0.05
N  1.938  -4.317  -2.960  0.05
N  2.602  -4.319  -4.034  0.07
C  1.748  -4.177  -5.090  -0.22
C  1.964  -4.111  -6.467  -0.01
C  0.855  -3.956  -7.266  -0.09
C  -0.440  -3.885  -6.735  -0.08
C  -0.679  -3.950  -5.381  -0.02
C  0.437  -4.085  -4.563  -0.16
H  1.281  -1.786  0.797  0.06
H  2.030  -2.701  -0.558  0.08
H  0.826  -3.468  0.478  0.09
H  -1.873  0.228  -1.992  0.10
H  -2.156  -2.221  -3.183  0.11
H  -1.278  -4.574  -2.492  0.15
H  0.063  -4.639  -1.297  0.14
H  2.960  -4.179  -6.872  0.11
H  0.980  -3.886  -8.336  0.10
H  -1.274  -3.779  -7.414  0.10
H  -1.680  -3.897  -4.981  0.10

Output
Kohn-Sham gap   0.26890 hartree
Multiplicity   1
Calculated total energy   -2725.6529 Ha
Highest occupied orbital energy   -7.0268 eV

A 5-piece molecular cluster, C37H33BrF3N5O5S2 overall at a distorted geometry, computed with wB97M-V/def2-TZVPD.

Each line ends with the Löwdin charge.
Element x y z (Å)
C  -0.033  2.795  0.222  -0.11
S  -0.563  3.481  -1.358  0.68
O  0.276  2.864  -2.363  -0.31
O  -0.339  4.904  -1.366  -0.30
C  -2.243  2.975  -1.743  -0.15
C  -2.460  1.614  -1.908  -0.12
C  -1.383  0.547  -1.749  -0.10
O  -1.325  -0.220  -2.965  0.08
C  -1.344  -1.551  -2.767  -0.72
F  -0.340  -1.921  -1.951  0.15
F  -1.195  -2.142  -3.944  0.19
F  -2.507  -1.999  -2.265  0.15
C  -3.714  1.140  -2.206  0.06
C  -4.733  2.030  -2.363  -0.05
C  -4.562  3.402  -2.207  -0.02
C  -3.300  3.872  -1.875  -0.11
C  -3.102  5.366  -1.662  -0.14
C  -2.823  6.159  -2.958  -0.24
C  -1.855  5.490  -3.960  -0.55
Br  -2.747  5.056  -5.673  0.59
C  -5.779  4.263  -2.418  -0.28
O  -5.774  5.431  -2.742  0.11
C  -7.120  3.599  -2.252  0.09
C  -7.276  2.295  -2.409  -0.19
N  -8.573  1.650  -2.293  0.11
C  -8.972  1.324  -3.410  -0.76
S  -9.310  0.767  -4.821  0.81
C  -6.094  1.431  -2.713  -0.25
O  -6.153  0.318  -3.182  0.14
H  -0.683  1.956  0.488  0.07
H  0.991  2.449  0.092  0.06
H  -0.126  3.554  0.999  0.07
H  -0.418  0.923  -1.430  0.09
H  -1.736  -0.120  -0.949  0.14
H  -3.895  0.080  -2.333  0.14
H  -2.385  5.578  -0.871  0.10
H  -4.056  5.744  -1.279  0.11
H  -3.764  6.337  -3.481  0.07
H  -2.439  7.155  -2.716  0.12
H  -1.414  4.560  -3.627  0.02
H  -1.094  6.216  -4.237  0.06
H  -7.998  4.189  -2.008  0.14
C  5.409  2.099  2.013  -0.08
C  4.546  1.066  1.687  -0.07
C  3.186  1.273  1.853  -0.16
N  2.659  2.411  2.314  0.05
C  3.508  3.392  2.623  -0.16
C  4.883  3.289  2.491  -0.08
H  6.479  1.979  1.896  0.10
H  4.914  0.122  1.312  0.08
H  2.475  0.495  1.608  0.08
H  3.052  4.303  2.995  0.10
H  5.524  4.119  2.755  0.10
C  2.493  -4.539  1.629  -0.07
C  1.675  -3.762  0.825  -0.07
C  2.023  -2.436  0.625  -0.15
N  3.100  -1.860  1.163  0.05
C  3.872  -2.627  1.935  -0.14
C  3.617  -3.963  2.197  -0.06
H  2.256  -5.580  1.811  0.11
H  0.787  -4.173  0.364  0.09
H  1.415  -1.790  0.000  0.09
H  4.739  -2.135  2.363  0.10
H  4.282  -4.533  2.831  0.08
C  9.251  -4.763  4.081  -0.08
C  8.387  -5.797  3.762  -0.07
C  7.027  -5.592  3.931  -0.16
N  6.499  -4.455  4.388  0.05
C  7.348  -3.473  4.690  -0.15
C  8.724  -3.573  4.554  -0.07
H  10.321  -4.883  3.962  0.11
H  8.758  -6.743  3.390  0.10
H  6.314  -6.373  3.692  0.10
H  6.892  -2.561  5.060  0.10
H  9.364  -2.741  4.814  0.10
C  -2.705  -4.516  -0.353  -0.08
C  -3.580  -5.412  0.237  -0.07
C  -3.722  -5.377  1.616  -0.15
N  -3.061  -4.533  2.408  0.05
C  -2.223  -3.679  1.821  -0.15
C  -2.010  -3.628  0.451  -0.09
H  -2.566  -4.509  -1.427  0.10
H  -4.140  -6.122  -0.357  0.10
H  -4.397  -6.058  2.123  0.10
H  -1.698  -3.007  2.491  0.10
H  -1.319  -2.914  0.028  0.07

Output
Kohn-Sham gap   0.29906 hartree
Multiplicity   1
Calculated total energy   -5749.6262 Ha
Highest occupied orbital energy   -9.7261 eV
Structure (SMILES)   CS(=O)(=O)c1c(COC(F)(F)F)cc2c(c1CCCBr)C(=O)C=C(N=C=S)C2=O.c1ccncc1.c1ccncc1.c1ccncc1.c1ccncc1

A 2-piece molecular cluster, C37H33BrNO3 overall at a distorted geometry, computed with wB97M-V/def2-TZVPD.

Each line ends with the Löwdin charge.
Element x y z (Å)
C  4.562  3.183  4.127  -0.07
C  3.154  3.519  3.715  -0.23
O  3.084  3.593  2.261  -0.04
C  1.798  3.745  1.850  -0.50
C  1.646  3.828  0.391  -0.11
C  0.383  3.357  -0.124  -0.24
C  -0.818  3.226  0.635  -0.02
C  -2.042  2.928  0.032  -0.14
C  -2.100  2.712  -1.355  -0.73
Br  -3.788  2.569  -2.209  0.64
C  -0.918  2.670  -2.112  -0.16
C  0.304  2.937  -1.492  -0.09
O  0.903  3.833  2.696  0.01
H  4.775  3.625  5.108  0.08
H  4.683  2.097  4.219  0.07
H  5.302  3.554  3.415  0.06
H  2.452  2.761  4.095  0.12
H  2.851  4.504  4.091  0.12
H  2.507  3.417  -0.136  0.11
H  -0.771  3.324  1.715  0.09
H  -2.942  2.902  0.641  0.09
H  -0.973  2.469  -3.180  0.09
H  1.225  2.822  -2.069  0.11
C  -0.045  8.111  -6.324  -0.09
N  -0.111  8.436  -4.912  -0.25
C  -1.056  9.499  -4.616  -0.08
C  0.634  7.777  -3.930  -0.26
C  1.879  8.294  -3.494  -0.01
C  2.563  7.721  -2.437  -0.04
C  1.997  6.645  -1.682  -0.18
C  2.567  6.173  -0.471  0.06
C  3.295  7.001  0.410  -0.17
C  4.214  6.441  1.360  0.04
C  4.751  7.190  2.371  -0.08
C  5.712  6.619  3.325  -0.17
C  6.690  5.714  2.863  -0.05
C  7.611  5.166  3.750  -0.11
C  7.536  5.461  5.117  -0.11
C  6.549  6.335  5.587  -0.09
C  5.660  6.922  4.696  -0.02
C  4.294  8.591  2.552  -0.27
O  4.405  9.179  3.640  0.02
C  3.648  9.237  1.391  -0.09
C  3.460  10.694  1.354  -0.16
C  3.447  11.379  0.117  -0.04
C  3.229  12.757  0.074  -0.10
C  2.978  13.476  1.251  -0.11
C  2.991  12.807  2.480  -0.09
C  3.252  11.440  2.528  -0.02
C  3.141  8.426  0.408  0.02
C  0.811  6.058  -2.219  0.01
C  0.155  6.595  -3.307  0.01
H  0.672  7.302  -6.498  0.09
H  -1.037  7.806  -6.694  0.08
H  0.259  9.000  -6.899  0.07
H  -1.092  9.690  -3.537  0.09
H  -0.765  10.424  -5.139  0.07
H  -2.064  9.230  -4.971  0.08
H  2.294  9.170  -3.991  0.11
H  3.540  8.112  -2.147  0.11
H  2.405  5.132  -0.172  0.03
H  4.518  5.393  1.255  0.12
H  6.725  5.481  1.795  0.12
H  8.382  4.495  3.368  0.10
H  8.241  5.010  5.815  0.09
H  6.465  6.572  6.648  0.10
H  4.921  7.643  5.044  0.11
H  3.632  10.818  -0.804  0.11
H  3.246  13.271  -0.888  0.09
H  2.774  14.546  1.213  0.09
H  2.796  13.339  3.410  0.10
H  3.303  10.932  3.487  0.10
H  2.560  8.881  -0.397  0.11
H  0.389  5.186  -1.725  0.09
H  -0.770  6.150  -3.680  0.12

Output
Kohn-Sham gap   0.18416 hartree
Multiplicity   1
Calculated total energy   -4284.1986 Ha
Net charge   -1
Highest occupied orbital energy   -3.6208 eV
Energy above the lowest of the compared OMol25 structures with the same formula, charge and spin   193.7 kJ/mol

Q: Which of these has the lowest highest occupied orbital energy?
A: C37H33BrF3N5O5S2